# 1
123
Properties=species:S:1:pos:R:3:lowdin_charge:R:1 method="wB97M-V/def2-TZVPD" energy_ha=-2636.76444 e_homo_ev=-8.68 homo_lumo_gap_ev=9.068 largest_force_ev_per_a=3.0 smiles="C#CCCC[Si@H](CCF)B(O)N(C)C.CC(C)=O.CC(C)=O.CC(C)=O.CC(C)=O.CC(C)=O.CC(C)=O.CC(C)=O.CC(C)=O.CC(C)=O"
C -1.00 -2.86 -3.14 0.064
C -1.64 -1.95 -2.64 -0.124
C -2.16 -0.79 -1.69 -0.196
C -1.44 0.61 -1.95 -0.265
C 0.10 0.49 -2.35 -0.299
Si 1.21 -0.27 -1.00 0.721
C 1.14 0.65 0.69 -0.253
C -0.06 0.15 1.63 -0.234
F -0.10 -1.28 1.67 -0.117
B 3.05 -0.26 -1.74 -0.577
O 3.86 0.86 -1.32 0.002
N 3.51 -1.32 -2.68 -0.138
C 3.58 -2.67 -2.04 -0.102
C 4.88 -0.92 -3.16 -0.102
H -0.34 -3.75 -3.37 0.044
H -3.27 -0.66 -1.86 0.099
H -2.02 -1.07 -0.59 0.106
H -1.97 1.15 -2.81 0.115
H -1.56 1.23 -1.01 0.073
H 0.27 -0.09 -3.32 0.086
H 0.48 1.55 -2.55 0.085
H 0.75 -1.66 -0.77 0.003
H 2.09 0.48 1.31 0.074
H 1.09 1.77 0.49 0.073
H -1.01 0.61 1.21 0.092
H 0.04 0.57 2.69 0.113
H 4.68 0.53 -0.86 0.071
H 2.99 -3.39 -2.71 0.091
H 4.68 -2.98 -2.02 0.092
H 3.23 -2.71 -0.97 0.082
H 5.31 -1.67 -3.90 0.098
H 4.86 0.11 -3.64 0.086
H 5.59 -0.84 -2.26 0.094
C -5.51 3.50 -0.23 -0.013
C -4.43 2.44 -0.23 -0.471
O -3.36 2.64 -0.77 0.023
C -4.73 1.14 0.46 -0.007
H -5.15 4.38 -0.76 0.083
H -6.40 3.12 -0.74 0.086
H -5.75 3.78 0.80 0.090
H -5.59 0.66 -0.02 0.096
H -4.94 1.32 1.51 0.059
H -3.87 0.48 0.38 0.067
C -0.53 6.74 -0.42 -0.026
C -1.32 5.76 0.40 -0.499
O -2.13 6.13 1.22 0.059
C -1.08 4.29 0.16 -0.035
H -0.81 7.75 -0.15 0.081
H 0.54 6.60 -0.23 0.083
H -0.74 6.59 -1.49 0.086
H -0.04 4.05 0.38 0.078
H -1.32 4.04 -0.88 0.081
H -1.72 3.70 0.82 0.074
C 5.30 1.35 2.81 -0.015
C 6.44 0.72 2.04 -0.490
O 6.43 0.67 0.83 0.056
C 7.59 0.18 2.84 -0.017
H 4.54 1.70 2.10 0.076
H 4.85 0.61 3.47 0.078
H 5.66 2.20 3.39 0.090
H 7.24 -0.62 3.51 0.084
H 8.05 0.98 3.42 0.089
H 8.33 -0.24 2.16 0.082
C 3.57 0.44 6.78 -0.025
C 4.64 -0.62 6.78 -0.506
O 5.72 -0.43 6.24 0.052
C 4.33 -1.92 7.47 -0.024
H 3.93 1.32 6.24 0.078
H 2.68 0.06 6.27 0.086
H 3.32 0.72 7.80 0.086
H 3.47 -2.40 6.99 0.087
H 4.12 -1.74 8.53 0.086
H 5.19 -2.58 7.39 0.083
C 4.66 3.23 -3.73 -0.027
C 5.12 3.38 -5.16 -0.506
O 4.66 2.69 -6.05 0.063
C 6.17 4.42 -5.45 -0.029
H 3.90 2.45 -3.68 0.070
H 5.51 2.95 -3.10 0.090
H 4.22 4.17 -3.38 0.088
H 7.08 4.19 -4.89 0.084
H 5.80 5.41 -5.17 0.083
H 6.41 4.42 -6.51 0.081
C -7.19 1.44 5.36 -0.024
C -6.05 0.83 4.59 -0.489
O -6.06 0.77 3.38 0.049
C -4.89 0.28 5.39 -0.023
H -7.95 1.79 4.66 0.062
H -7.64 0.70 6.02 0.090
H -6.83 2.29 5.94 0.092
H -5.24 -0.52 6.05 0.085
H -4.43 1.08 5.97 0.085
H -4.15 -0.13 4.71 0.081
C 1.42 -5.13 -7.68 -0.020
C 0.73 -4.99 -6.35 -0.493
O 1.36 -4.89 -5.31 0.036
C -0.78 -5.00 -6.34 -0.019
H 2.50 -5.11 -7.52 0.083
H 1.15 -6.08 -8.14 0.087
H 1.14 -4.30 -8.32 0.087
H -1.15 -5.94 -6.75 0.088
H -1.15 -4.16 -6.93 0.091
H -1.14 -4.89 -5.32 0.061
C 4.02 -8.35 -2.07 -0.029
C 3.16 -8.36 -3.31 -0.503
O 2.61 -9.38 -3.68 0.060
C 3.01 -7.07 -4.06 -0.033
H 4.03 -9.35 -1.63 0.080
H 5.04 -8.06 -2.32 0.083
H 3.60 -7.65 -1.33 0.084
H 3.98 -6.72 -4.40 0.091
H 2.54 -6.31 -3.42 0.078
H 2.37 -7.23 -4.93 0.071
C -12.16 3.65 4.26 -0.024
C -11.33 2.46 4.68 -0.497
O -10.23 2.60 5.16 0.056
C -11.93 1.10 4.46 -0.023
H -11.61 4.57 4.47 0.083
H -12.36 3.61 3.19 0.086
H -13.10 3.67 4.82 0.086
H -12.12 0.94 3.40 0.087
H -12.85 1.00 5.03 0.086
H -11.23 0.34 4.81 0.082

=====

# 2
85
Properties=species:S:1:pos:R:3:lowdin_charge:R:1 method="wB97M-V/def2-TZVPD" energy_ha=-3194.07215 e_homo_ev=-8.48 homo_lumo_gap_ev=4.225 largest_force_ev_per_a=10.1
C 1.39 2.83 -2.02 -0.007
C 0.52 3.70 -2.84 -0.405
C -0.87 3.01 -3.02 -0.127
C -1.87 3.03 -1.91 -0.081
C -2.16 4.55 -1.66 -0.067
C -0.86 5.39 -1.36 -0.381
N 0.31 5.01 -2.22 0.069
O 1.23 5.88 -2.40 0.196
C -0.44 5.31 0.11 0.029
C -1.34 6.82 -1.84 -0.019
C 1.26 3.78 -4.22 -0.022
H 1.41 1.79 -2.29 0.108
H 1.02 2.81 -0.96 0.108
H 2.41 3.14 -1.83 0.101
H -0.71 2.06 -3.27 0.073
H -1.32 3.42 -3.77 0.070
H -1.38 2.52 -1.14 0.087
H -2.75 2.57 -2.38 0.143
H -2.56 4.63 -0.81 0.048
H -2.52 4.88 -2.57 0.105
H 0.52 5.74 0.22 0.085
H -0.48 4.36 0.57 0.087
H -0.93 5.94 0.79 0.091
H -0.77 7.64 -1.56 0.041
H -2.45 6.89 -1.46 0.138
H -1.35 7.05 -3.05 0.153
H 2.19 4.35 -4.49 0.098
H 0.70 4.41 -4.88 0.063
H 1.42 2.87 -4.91 0.138
B -0.81 0.40 0.91 -1.441
F -0.66 1.58 1.70 0.071
F -1.95 0.47 0.12 0.107
F 0.20 0.40 0.03 0.152
F -0.81 -0.75 1.60 0.176
C -1.03 -0.84 -7.37 -0.115
O -2.08 -1.30 -6.51 -0.174
P -2.02 -0.97 -4.95 0.434
O -2.05 0.48 -4.85 -0.239
O -3.35 -1.61 -4.35 -0.214
C -4.04 -1.01 -3.15 0.023
O -0.73 -1.68 -4.12 -0.225
C -0.62 -1.41 -2.76 -0.129
H -0.88 -1.34 -8.29 0.063
H 0.00 -0.59 -7.13 0.093
H -1.36 0.09 -7.87 0.092
H -3.82 -0.05 -3.13 0.021
H -3.56 -1.45 -2.27 0.095
H -4.95 -1.47 -3.16 0.065
H 0.36 -1.47 -2.37 0.074
H -1.36 -2.16 -2.27 0.134
H -0.89 -0.47 -2.44 0.037
C 3.48 0.11 8.18 -0.109
O 2.26 0.60 7.70 -0.216
P 1.57 -0.06 6.38 0.406
O 1.61 -1.60 6.62 -0.320
O 0.06 0.23 6.52 -0.169
C -1.00 -0.66 6.45 -0.063
O 2.32 0.20 5.10 -0.177
C 1.75 0.05 3.76 0.005
H 4.05 0.10 7.40 0.015
H 3.30 -0.86 8.42 0.050
H 3.93 0.86 9.02 0.155
H -1.31 -0.85 7.40 0.081
H -0.68 -1.54 6.11 0.045
H -1.65 -0.39 5.75 0.064
H 1.74 -1.01 3.68 0.090
H 2.44 0.18 2.95 0.095
H 1.16 0.81 3.62 0.037
C -0.13 -8.04 2.89 -0.076
O 0.05 -6.64 2.77 -0.176
P 1.12 -6.04 1.78 0.506
O 0.73 -6.15 0.30 -0.299
O 1.39 -4.52 2.18 -0.227
C 1.00 -3.35 1.40 -0.051
O 2.51 -6.93 2.03 -0.238
C 3.16 -7.59 1.02 -0.200
H -0.94 -8.28 3.43 0.055
H 0.64 -8.71 3.06 0.078
H -0.48 -8.34 1.93 0.083
H 0.01 -3.53 1.27 0.040
H 1.35 -3.21 0.31 0.131
H 1.15 -2.61 2.21 0.084
H 4.29 -7.71 1.25 0.113
H 3.18 -7.11 0.03 0.075
H 2.72 -8.60 0.85 0.092

=====

# 3
8
Properties=species:S:1:pos:R:3:lowdin_charge:R:1 method="wB97M-V/def2-TZVPD" energy_ha=-1163.40743 e_homo_ev=-9.41 homo_lumo_gap_ev=8.893 largest_force_ev_per_a=2.9
O 1.30 -0.67 -1.11 -0.721
Si 0.12 0.79 1.54 0.145
S 0.01 -1.10 -1.77 0.738
S -1.44 1.62 0.77 0.116
H 1.41 1.14 2.04 -0.126
H 0.13 -0.76 1.79 -0.075
H -0.84 -1.03 -0.68 -0.092
H -0.68 0.01 -2.57 0.015

=====

# 4
16
Properties=species:S:1:pos:R:3:lowdin_charge:R:1 method="wB97M-V/def2-TZVPD" charge=+8 energy_ha=-1796.17791 e_homo_ev="-39.52 / -39.52" homo_lumo_gap_ev="10.527 / 6.732" s2=0.753 largest_force_ev_per_a=5.4 multiplicity=2
Na -2.74 -0.87 -1.95 0.921
Na -2.37 1.89 -0.09 0.892
Na -0.11 0.88 -3.21 0.944
Na 2.29 -1.88 -1.97 0.929
Na 2.91 1.32 -0.54 0.895
Na 2.58 -1.20 1.67 0.924
Na 0.74 2.74 1.81 0.929
Na -0.35 -2.78 -0.39 0.867
Na 0.62 3.47 -1.43 0.910
C 0.08 0.08 -0.22 -0.987
O 0.13 1.33 -0.26 -0.070
O -1.09 -0.38 -0.19 -0.070
O 1.06 -0.64 -0.14 -0.024
O -1.32 -1.71 2.28 0.635
H -1.14 -1.12 1.55 0.089
H -1.29 -1.15 3.06 0.215